Entry 1:
Computed, not measured: C4H5N3O2S in the gas phase, with ωB97M-V with the def2-TZVPD basis set.

Gap between HOMO and LUMO: 9.35 eV
SMILES string: C/C(=N\S)Oc1nnco1
LUMO: 0.69 eV
Relative energy (zero: lowest compared OMol25 entry of this formula, charge and spin): 241.2 kJ/mol
Highest occupied orbital energy: -8.66 eV

The geometry in XYZ format:
```
15
C4H5N3O2S | OMol25 | ωB97M-V with the def2-TZVPD basis set
C 1.3815 -0.7062 -0.8238
C 0.2667 0.0637 -0.1750
N 0.2890 1.0746 0.5586
S 1.6089 2.0512 0.7125
O -0.9026 -0.6095 -0.2208
C -2.0223 0.0618 -0.2601
N -2.2287 1.3161 -0.1064
N -3.5146 1.5103 -0.0855
C -4.0781 0.3269 -0.2333
O -3.1933 -0.6538 -0.3972
H 2.3267 -0.1207 -0.6745
H 1.0774 -0.8136 -1.8707
H 1.3929 -1.6170 -0.4144
H 0.9529 3.0135 1.6247
H -5.1793 0.2104 -0.3325
```

---

Entry 2:
Computed, not measured: C4H5N3O3 in the gas phase, with ωB97M-V with the def2-TZVPD basis set.

Gap between HOMO and LUMO (spin up / spin down): 6.88 / 8.66 eV
Spin multiplicity: 3
LUMO (spin up / spin down): 0.62 / -1.81 eV
<S²>: 2.009
Relative energy (zero: lowest compared OMol25 entry of this formula, charge and spin): 154.4 kJ/mol
Highest occupied orbital energy (spin up / spin down): -6.26 / -10.47 eV

The geometry in XYZ format:
```
15
C4H5N3O3 | OMol25 | ωB97M-V with the def2-TZVPD basis set
C -1.9913 1.9131 0.1652
C -2.5793 -0.4532 0.2295
C 1.4550 -0.5392 -0.1369
C 2.8656 -0.1442 0.2870
N -2.7484 1.0561 0.4688
N -1.4642 -0.7144 -0.5131
N -0.6330 0.1893 -1.0334
O -3.4255 -1.1590 0.6920
O 1.0694 -1.6935 0.0476
O 0.6616 0.4009 -0.5445
H -1.4847 2.9044 -0.0535
H 3.4607 0.0211 -0.6456
H 2.8659 0.9052 0.7725
H 3.2780 -0.9702 0.7294
H -1.3297 -1.7164 -0.4649
```

---

Entry 3:
Computed, not measured: C4H5N3S in the gas phase, with ωB97M-V with the def2-TZVPD basis set.

Gap between HOMO and LUMO: 8.49 eV
SMILES string: C#C/C=N\S/C=N\N
LUMO: -0.20 eV
Relative energy (zero: lowest compared OMol25 entry of this formula, charge and spin): 465.6 kJ/mol
Highest occupied orbital energy: -8.69 eV

The geometry in XYZ format:
```
13
C4H5N3S | OMol25 | ωB97M-V with the def2-TZVPD basis set
C 1.4995 0.4732 3.0606
C 1.8045 0.4374 1.8804
C 1.8017 0.3194 0.4607
N 0.7220 0.3298 -0.2917
S -0.7902 0.2560 0.4761
C -1.6837 0.1998 -1.0755
N -1.5063 -0.5556 -2.1034
N -0.5143 -1.4815 -2.1137
H 1.1168 0.6460 4.1176
H 2.7106 0.5143 -0.1183
H -2.6616 0.7719 -1.2015
H 0.3241 -1.0069 -1.7467
H -0.2891 -1.6501 -3.0640
```

---

Entry 4:
Computed, not measured: a 2-piece molecular cluster, C4H5N4O overall, with ωB97M-V with the def2-TZVPD basis set.

Gap between HOMO and LUMO (spin up / spin down): 3.77 / 9.19 eV
LUMO (spin up / spin down): -8.75 / -5.73 eV
Total charge: +1
Relative energy (zero: lowest compared OMol25 entry of this formula, charge and spin): 399.1 kJ/mol
Highest occupied orbital energy (spin up / spin down): -12.52 / -14.92 eV

The geometry in XYZ format:
```
14
C4H5N4O | OMol25 | ωB97M-V with the def2-TZVPD basis set
C 2.2831 1.3092 1.8599
C -0.1714 0.1989 -0.9364
C -1.2389 -0.6433 -1.4167
C 1.5871 0.4104 2.5556
N 2.8816 2.0022 1.1657
N -0.6491 -1.1812 0.6585
N 0.1184 -0.2284 0.3184
N -1.8772 -0.5480 -2.5852
O -1.5172 -1.5128 -0.4129
H 0.4261 0.7844 -1.4774
H 1.8141 -0.4974 3.0833
H 0.6924 0.8712 2.9759
H -1.8491 0.3411 -3.0485
H -2.4999 -1.3063 -2.7399
```

---

Entry 5:
Computed, not measured: an isolated ion of composition C4H5N4OS and charge -1, with ωB97M-V with the def2-TZVPD basis set.

Gap between HOMO and LUMO: 8.20 eV
LUMO: 3.41 eV
Total charge: -1
Relative energy (zero: lowest compared OMol25 entry of this formula, charge and spin): 22.7 kJ/mol
Highest occupied orbital energy: -4.79 eV

The geometry in XYZ format:
```
15
C4H5N4OS | OMol25 | ωB97M-V with the def2-TZVPD basis set
C -0.9972 -0.1909 0.2308
C 1.3848 -0.1179 -0.5662
C 1.6014 1.2811 -0.0730
C -0.3369 -0.4886 -1.0810
N -2.1592 -0.4292 1.9951
N -1.4928 -1.1322 1.0798
N -1.2222 1.0273 0.6211
N -2.0032 0.8176 1.7287
O 2.1575 -1.0452 -0.4789
S -0.4300 -2.1833 -1.4949
H 0.7417 1.9774 -0.1136
H 1.8225 1.0715 0.9385
H 2.5134 1.7899 -0.5626
H -0.6391 0.1732 -1.8997
H -0.9407 -2.5509 -0.3240
```

---

Entry 6:
Computed, not measured: C4H5NO in the gas phase, with ωB97M-V with the def2-TZVPD basis set.

Gap between HOMO and LUMO: 9.39 eV
SMILES string: C#C/C(C)=N/O
LUMO: 0.46 eV
Relative energy (zero: lowest compared OMol25 entry of this formula, charge and spin): 532.5 kJ/mol
Highest occupied orbital energy: -8.92 eV

The geometry in XYZ format:
```
11
C4H5NO | OMol25 | ωB97M-V with the def2-TZVPD basis set
C 2.2310 -0.0483 -0.1002
C 1.4524 -0.6287 0.6595
C 0.1561 -0.0366 0.3339
C -0.9638 -0.9901 0.2130
N 0.1303 1.2298 0.0945
O -1.1107 1.5786 -0.4258
H 2.8909 -0.0202 -0.9155
H -1.3202 -1.0402 -0.8117
H -0.6417 -1.9838 0.5319
H -1.7476 -0.6020 0.8601
H -1.0765 2.5415 -0.4396
```

---

What is the relative energy (zero: lowest compared OMol25 entry of this formula, charge and spin) in the first record?
241.2 kJ/mol

---

Please write out number 5 again, unchanged.
Computed, not measured: an isolated ion of composition C4H5N4OS and charge -1, with ωB97M-V with the def2-TZVPD basis set.

Gap between HOMO and LUMO: 8.20 eV
LUMO: 3.41 eV
Total charge: -1
Relative energy (zero: lowest compared OMol25 entry of this formula, charge and spin): 22.7 kJ/mol
Highest occupied orbital energy: -4.79 eV

The geometry in XYZ format:
```
15
C4H5N4OS | OMol25 | ωB97M-V with the def2-TZVPD basis set
C -0.9972 -0.1909 0.2308
C 1.3848 -0.1179 -0.5662
C 1.6014 1.2811 -0.0730
C -0.3369 -0.4886 -1.0810
N -2.1592 -0.4292 1.9951
N -1.4928 -1.1322 1.0798
N -1.2222 1.0273 0.6211
N -2.0032 0.8176 1.7287
O 2.1575 -1.0452 -0.4789
S -0.4300 -2.1833 -1.4949
H 0.7417 1.9774 -0.1136
H 1.8225 1.0715 0.9385
H 2.5134 1.7899 -0.5626
H -0.6391 0.1732 -1.8997
H -0.9407 -2.5509 -0.3240
```

---

The lowest relative energy (zero: lowest compared OMol25 entry of this formula, charge and spin) belongs to which entry?
C4H5N4OS